No. 1
C40H110AsF6N10O10 | ωB97M-V with the def2-TZVPD basis set

Atoms and positions in Å:
As 7.055 -9.105 19.366
F 8.335 -8.906 18.086
F 7.478 -10.845 19.443
F 5.805 -9.362 20.669
F 6.673 -7.385 19.455
F 5.683 -9.370 18.156
F 8.231 -8.584 20.655
C 6.103 -12.606 16.007
C 4.814 -13.357 16.246
C 4.863 -14.872 15.968
O 5.270 -15.237 14.627
C 5.017 -16.592 14.233
N 4.369 -13.127 17.592
H 5.881 -11.555 16.187
H 6.379 -12.873 14.987
H 6.850 -13.025 16.682
H 4.127 -13.161 15.424
H 3.897 -15.368 16.063
H 5.356 -15.467 16.737
H 3.956 -16.760 14.048
H 5.217 -17.337 15.004
H 5.575 -16.872 13.340
H 3.718 -12.355 17.557
H 5.142 -12.803 18.155
C 1.767 -6.859 18.096
C 3.022 -6.187 17.649
C 2.869 -4.645 17.543
O 3.849 -4.202 16.641
C 3.873 -2.821 16.219
N 4.024 -6.582 18.615
H 1.602 -6.616 19.146
H 1.750 -7.933 17.914
H 0.909 -6.492 17.532
H 3.404 -6.634 16.731
H 3.040 -4.182 18.515
H 1.905 -4.396 17.101
H 4.149 -2.273 17.120
H 2.892 -2.535 15.843
H 4.615 -2.680 15.433
H 4.434 -7.499 18.509
H 3.459 -6.766 19.432
C 4.971 -12.567 21.045
C 5.651 -13.861 21.445
C 7.125 -13.723 21.185
O 7.874 -14.947 21.218
C 7.536 -15.915 20.236
N 5.398 -14.238 22.811
H 5.265 -11.773 21.731
H 3.912 -12.808 20.949
H 5.400 -12.173 20.124
H 5.203 -14.655 20.847
H 7.588 -13.014 21.870
H 7.421 -13.292 20.228
H 6.626 -16.508 20.326
H 8.278 -16.714 20.233
H 7.648 -15.500 19.234
H 5.973 -13.562 23.295
H 5.975 -15.034 23.042
C 2.270 -6.417 22.680
C 3.338 -7.527 22.645
C 3.100 -8.577 23.715
O 3.044 -7.944 24.997
C 2.958 -8.850 26.073
N 3.427 -8.013 21.243
H 1.265 -6.711 22.378
H 2.651 -5.584 22.090
H 2.207 -5.905 23.641
H 4.219 -6.902 22.783
H 3.833 -9.382 23.764
H 2.156 -9.110 23.604
H 3.703 -9.626 26.244
H 1.957 -9.187 26.340
H 3.213 -8.193 26.905
H 4.237 -8.587 21.061
H 2.661 -8.630 21.012
C -0.959 -13.535 16.833
C -0.284 -12.237 17.163
C 1.150 -12.020 16.480
O 1.786 -10.962 17.123
C 2.783 -10.270 16.291
N -1.222 -11.138 17.032
H -1.263 -13.618 15.790
H -1.868 -13.522 17.435
H -0.354 -14.396 17.118
H -0.042 -12.249 18.226
H 0.992 -11.956 15.404
H 1.752 -12.890 16.745
H 3.556 -10.962 15.958
H 3.381 -9.537 16.833
H 2.353 -9.850 15.382
H -0.681 -10.329 16.764
H -1.834 -11.355 16.258
C 10.380 -8.511 15.670
C 9.617 -9.089 14.475
C 9.248 -10.634 14.565
O 10.327 -11.556 14.218
C 11.032 -12.125 15.330
N 8.436 -8.279 14.353
H 11.281 -9.050 15.966
H 9.852 -8.488 16.623
H 10.676 -7.483 15.462
H 10.283 -9.159 13.615
H 8.448 -10.817 13.848
H 8.779 -10.933 15.502
H 11.617 -13.020 15.120
H 10.177 -12.413 15.942
H 11.524 -11.368 15.941
H 7.988 -8.522 13.481
H 7.826 -8.459 15.138
C 12.806 -14.106 21.106
C 11.683 -14.651 20.279
C 11.554 -14.237 18.742
O 11.116 -12.891 18.725
C 9.780 -12.563 19.099
N 11.872 -16.108 20.385
H 12.535 -13.084 21.368
H 13.754 -14.132 20.569
H 12.976 -14.640 22.040
H 10.733 -14.334 20.709
H 10.953 -14.932 18.155
H 12.573 -14.285 18.357
H 8.920 -12.862 18.499
H 9.822 -11.476 19.024
H 9.547 -12.712 20.153
H 11.725 -16.365 21.351
H 12.809 -16.274 20.044
C 5.873 -6.439 15.303
C 7.028 -6.011 16.258
C 8.087 -5.038 15.659
O 9.046 -4.726 16.688
C 10.303 -4.205 16.157
N 6.409 -5.356 17.323
H 6.300 -6.584 14.311
H 5.035 -5.743 15.349
H 5.408 -7.387 15.575
H 7.573 -6.896 16.586
H 7.668 -4.101 15.292
H 8.460 -5.592 14.798
H 11.176 -4.501 16.738
H 10.445 -3.145 15.950
H 10.557 -4.643 15.192
H 5.820 -4.646 16.913
H 5.667 -5.865 17.781
C 10.082 -5.216 20.925
C 10.370 -5.756 19.571
C 11.321 -7.004 19.705
O 11.752 -7.258 18.428
C 12.638 -8.339 18.395
N 9.127 -6.174 18.982
H 9.615 -4.235 20.837
H 10.983 -5.218 21.538
H 9.349 -5.769 21.512
H 10.945 -4.972 19.079
H 10.793 -7.905 20.016
H 12.230 -6.813 20.276
H 12.966 -8.505 17.369
H 12.237 -9.226 18.887
H 13.552 -8.035 18.905
H 8.703 -6.757 19.690
H 9.378 -6.916 18.345
C 5.043 -3.060 20.664
C 6.412 -3.430 21.113
C 6.545 -3.677 22.635
O 7.725 -4.459 22.815
C 7.716 -5.299 23.963
N 6.869 -4.503 20.208
H 5.040 -3.172 19.580
H 4.756 -2.049 20.957
H 4.362 -3.722 21.199
H 7.033 -2.570 20.861
H 5.649 -4.187 22.989
H 6.604 -2.778 23.248
H 7.413 -4.621 24.761
H 8.631 -5.835 24.215
H 6.969 -6.089 23.897
H 7.411 -5.061 20.852
H 6.086 -5.091 19.959

For the LUMO energy, the calculation gives 2.199 eV. The total charge is -1.

Mulliken atomic charge list, values in e, 99 entries: As 2.282; F -0.460; F -0.177; F -0.926; F -0.451; F -0.588; F -0.557; C -1.452; C 1.031; C -1.403; O -0.333; C -0.818; N -0.428; H 0.236; H 0.681; H 0.259; H 0.332; H 0.498; H 0.408; H 0.314; H 0.320; H 0.254; H 0.223; H -0.204; C -1.593; C 1.019; C -1.036; O -0.203; C -0.842; N 0.980; H 0.329; H 0.265; H 0.489; H 0.065; H 0.156; H 0.484; H 0.278; H 0.294; H 0.220; H -0.796; H -0.288; C -1.031; C 0.539; C 0.122; O -0.436; C -0.773; N -0.833; H 0.317; H 0.371; H -0.238; H 0.496; H 0.328; H -0.532; H 0.349; H 0.366; H 0.198; H 0.367; H 0.339; C -1.489; C 0.773; C -0.553; O -0.323; C -0.867; N 0.157; H 0.337; H 0.185; H 0.402; H -0.325; H 0.355; H 0.359; H 0.330; H 0.315; H 0.292; H -0.072; H 0.227; C -1.598; C 0.422; C -0.412; O -0.254; C -0.366; N -0.672; H 0.371; H 0.440; H 0.399; H 0.192; H 0.343; H 0.163; H 0.252; H -0.407; H 0.528; H 0.280; H 0.271; C -0.924; C 0.002; C -0.307; O -0.502; C -0.312; N -0.139; H 0.335

No. 2
C40H110N10O10 | ωB97M-V with the def2-TZVPD basis set

Atoms and positions in Å:
C 4.516 8.073 0.551
O 3.890 6.873 0.065
C 2.428 6.893 0.041
C 2.042 5.550 -0.653
C 2.252 5.714 -2.144
N 0.725 5.012 -0.203
H 5.549 7.779 0.726
H 4.089 8.507 1.513
H 4.502 8.839 -0.225
H 2.113 6.987 1.107
H 2.084 7.808 -0.508
H 2.784 4.838 -0.265
H 1.757 4.932 -2.683
H 3.338 5.856 -2.276
H 1.673 6.567 -2.494
H 0.855 4.503 0.669
H 0.032 5.705 0.061
C -4.185 -2.865 -1.292
O -3.442 -2.417 -2.373
C -3.730 -1.126 -2.796
C -3.114 -0.880 -4.176
C -1.628 -0.972 -4.042
N -3.500 0.461 -4.619
H -3.949 -3.924 -1.244
H -5.252 -2.662 -1.550
H -3.998 -2.362 -0.316
H -4.806 -0.872 -2.804
H -3.308 -0.431 -2.068
H -3.469 -1.533 -4.963
H -1.285 -0.331 -3.236
H -1.174 -0.676 -4.952
H -1.230 -1.969 -3.729
H -3.015 1.128 -4.019
H -4.473 0.600 -4.605
C -0.766 -5.637 1.269
O 0.413 -5.826 0.544
C 0.199 -5.782 -0.848
C 0.494 -4.351 -1.324
C 0.164 -4.091 -2.779
N 1.956 -4.146 -1.098
H -1.604 -6.313 0.901
H -1.073 -4.546 1.355
H -0.478 -5.911 2.327
H 0.887 -6.548 -1.246
H -0.867 -6.041 -1.089
H -0.053 -3.673 -0.654
H 0.194 -3.038 -2.863
H -0.812 -4.525 -2.985
H 0.883 -4.523 -3.476
H 2.167 -4.295 -0.137
H 2.242 -3.209 -1.293
C 6.373 4.034 0.138
O 6.339 2.663 -0.199
C 5.662 1.880 0.701
C 6.175 0.454 0.610
C 6.173 0.131 -0.894
N 5.383 -0.367 1.526
H 6.707 4.666 -0.719
H 6.953 4.220 1.032
H 5.429 4.384 0.399
H 5.791 2.215 1.740
H 4.566 1.844 0.539
H 7.183 0.469 1.087
H 5.129 0.057 -1.296
H 6.529 -0.869 -1.055
H 6.752 0.886 -1.377
H 4.573 -0.820 1.110
H 5.973 -1.083 1.894
C -0.877 3.006 -3.565
O -1.696 2.706 -2.430
C -2.046 3.840 -1.602
C -2.144 3.488 -0.165
C -3.025 2.245 -0.002
N -2.739 4.603 0.594
H 0.079 3.540 -3.271
H -1.376 3.651 -4.279
H -0.598 2.070 -4.122
H -1.422 4.740 -1.782
H -3.059 4.060 -1.870
H -1.155 3.272 0.219
H -2.640 1.451 -0.598
H -4.057 2.450 -0.385
H -3.136 2.021 1.068
H -2.348 5.494 0.352
H -3.741 4.628 0.292
C -6.161 -5.630 3.257
O -6.294 -4.276 3.454
C -5.622 -3.495 2.395
C -5.697 -2.072 2.701
C -7.017 -1.368 2.511
N -4.702 -1.414 1.765
H -5.120 -6.022 3.383
H -6.526 -5.851 2.277
H -6.746 -6.117 3.992
H -4.577 -3.766 2.301
H -6.141 -3.700 1.463
H -5.376 -1.870 3.717
H -7.007 -0.321 2.735
H -7.823 -1.766 3.120
H -7.294 -1.405 1.473
H -3.901 -1.289 2.391
H -5.041 -0.447 1.634
C -2.303 -5.304 6.442
O -2.206 -4.605 5.218
C -2.309 -3.203 5.393
C -2.037 -2.575 4.109
C -0.633 -2.785 3.647
N -2.366 -1.134 4.305
H -2.165 -6.381 6.226
H -3.276 -5.089 6.859
H -1.516 -5.004 7.128
H -3.333 -2.995 5.749
H -1.587 -2.894 6.130
H -2.776 -3.022 3.445
H -0.428 -3.858 3.489
H 0.058 -2.469 4.478
H -0.471 -2.202 2.753
H -3.252 -0.990 4.700
H -1.641 -0.783 4.975
C -1.706 4.037 4.695
O -0.568 3.296 4.342
C -0.678 2.783 3.016
C 0.667 2.200 2.652
C 1.058 0.958 3.532
N 1.691 3.223 2.624
H -2.655 3.429 4.623
H -1.841 4.797 3.899
H -1.603 4.517 5.632
H -1.504 2.030 2.976
H -0.853 3.616 2.291
H 0.566 1.848 1.628
H 0.201 0.421 3.883
H 1.558 1.207 4.472
H 1.719 0.244 3.047
H 1.567 3.770 3.430
H 2.599 2.831 2.732
C -1.409 -1.577 -0.160
O -0.136 -0.955 0.123
C 0.257 -0.038 -0.945
C 1.690 0.407 -0.728
C 2.196 1.211 -1.899
N 2.592 -0.701 -0.471
H -1.501 -2.356 0.558
H -1.469 -2.028 -1.142
H -2.233 -0.869 -0.030
H 0.124 -0.579 -1.894
H -0.346 0.883 -0.838
H 1.739 1.090 0.146
H 1.906 0.890 -2.903
H 3.241 1.469 -1.702
H 1.724 2.168 -1.772
H 3.006 -0.946 -1.389
H 2.113 -1.472 -0.006
C 4.271 -3.035 -3.488
O 3.189 -2.104 -3.374
C 2.626 -1.855 -4.581
C 3.489 -1.200 -5.699
C 4.300 -0.036 -5.167
N 2.589 -0.615 -6.691
H 4.502 -3.278 -2.466
H 5.087 -2.575 -4.048
H 3.918 -3.955 -3.963
H 2.106 -2.782 -4.935
H 1.825 -1.155 -4.321
H 4.111 -1.875 -6.297
H 5.014 0.292 -5.960
H 4.824 -0.248 -4.210
H 3.674 0.865 -5.047
H 3.099 0.008 -7.318
H 2.220 -1.334 -7.263

For the LUMO energy, the calculation gives 0.603 eV. The SMILES is COC[C@H](C)N.COC[C@H](C)N.COC[C@H](C)N.COC[C@H](C)N.COC[C@H](C)N.COC[C@H](C)N.COC[C@H](C)N.COC[C@H](C)N.COC[C@H](C)N.COC[C@H](C)N.

Mulliken atomic charge list, values in e, 99 entries: C -0.802; O -0.205; C -0.798; C 0.884; C -1.535; N 0.161; H 0.203; H 0.295; H 0.314; H 0.359; H 0.377; H -0.232; H 0.111; H 0.334; H 0.434; H -0.313; H 0.301; C -0.458; O -0.327; C -0.095; C 0.129; C -0.077; N -0.822; H 0.227; H 0.428; H -0.027; H 0.471; H -0.079; H 0.406; H -0.727; H 0.641; H 0.031; H 0.172; H 0.273; C -0.197; O -0.391; C -0.881; C 2.630; C -0.686; N -0.586; H 0.330; H -0.156; H 0.219; H 0.344; H 0.292; H -1.261; H -0.565; H 0.531; H 0.383; H 0.336; H -0.175; C -0.880; O -0.309; C -0.146; C 0.278; C -1.235; N -0.660; H 0.252; H 0.420; H 0.295; H 0.435; H -0.304; H 0.433; H -0.006; H 0.515; H 0.490; H 0.156; H 0.261; C -0.236; O 0.293; C -1.386; C 2.371; C -1.427; N -0.540; H -0.341; H 0.442; H 0.084; H 0.283; H 0.370; H -1.122; H -0.313; H 0.438; H 0.450; H 0.294; H 0.392; C -0.736; O -0.422; C -0.438; C 0.859; C -1.963; N -0.188; H 0.184; H 0.351; H 0.309; H 0.242; H 0.533; H -0.088; H 0.504; H 0.401

Values for highest occupied orbital energy, Eh, ordered as above
-0.1763, -0.3188
Values for HOMO-LUMO gap, eV, ordered as above
7.0, 9.3